C5H8O2 | wB97M-V/def2-TZVPD

Geometry as ORCA input:
```
! RIJCOSX wB97M-V def2-TZVPD def2/J DEFGRID3
* xyz 0 1
C 0.1195 0.1809 1.8326
C 0.3442 0.5325 0.3794
O 0.9415 1.7852 0.2640
C 1.0721 -0.4701 -0.4293
O -0.4827 -1.1766 -1.9719
C -0.8545 0.4408 -0.4033
C -1.3156 -0.2643 -1.3204
H 1.0528 0.3246 2.3882
H -0.2163 -0.8523 1.9679
H -0.6409 0.8422 2.2592
H 0.2885 2.3969 -0.1594
H 1.3103 -1.4408 0.0005
H 1.7388 -0.1042 -1.2069
H -1.0124 -2.0150 -1.8592
H -2.2983 -0.1906 -1.7694
*
```

frontier orbital gap (spin up / spin down) = 0.28884 / 0.31747 Eh
total energy = -9404.29354 eV
energy relative to the best compared isomer or geometry (same formula, charge and spin) = 534.4 kJ/mol
HOMO (spin up / spin down) = -7.89 / -8.19 eV